[1]
Formula: C35H73N8O4
Source: OMol25
Level of theory: ωB97M-V with the def2-TZVPD basis set

Structure (XYZ):
```
120
C35H73N8O4 (ωB97M-V with the def2-TZVPD basis set)
C -5.226 0.361 7.395
C -5.597 1.048 6.076
C -4.783 2.269 5.729
C -6.653 0.518 5.311
C -6.358 -0.378 4.117
C -5.035 0.065 3.444
C -4.848 -0.499 2.016
C -3.778 0.405 1.309
C -4.383 -1.962 2.026
C -4.232 -2.599 0.608
N -2.833 -2.978 0.319
C -2.269 -4.195 0.918
C -1.348 -3.957 2.110
C -1.328 -4.938 3.082
C -0.507 -4.845 4.175
C 0.321 -3.757 4.340
C 0.298 -2.777 3.380
C -0.518 -2.871 2.281
C -2.101 -2.255 -0.505
N -0.806 -2.540 -0.835
C -0.365 -1.607 -1.652
N -1.364 -0.742 -1.892
N -2.428 -1.140 -1.177
H -5.032 -0.684 7.150
H -6.030 0.489 8.134
H -4.313 0.824 7.781
H -3.698 2.044 5.714
H -5.008 2.663 4.734
H -4.923 3.054 6.479
H -7.681 0.763 5.594
H -6.329 -1.420 4.463
H -7.167 -0.297 3.375
H -4.165 -0.218 4.049
H -5.099 1.147 3.322
H -5.784 -0.451 1.444
H -2.875 -0.194 1.152
H -3.477 1.225 1.965
H -4.169 0.873 0.397
H -5.123 -2.563 2.567
H -3.415 -2.077 2.530
H -4.640 -1.979 -0.196
H -4.791 -3.539 0.582
H -3.088 -4.836 1.246
H -1.681 -4.690 0.138
H -1.967 -5.810 2.957
H -0.503 -5.654 4.900
H 0.990 -3.675 5.189
H 0.956 -1.921 3.499
H -0.473 -2.081 1.539
H 0.647 -1.604 -2.032
H -1.360 0.069 -2.494
H -3.336 -0.698 -1.155
C 2.099 2.552 2.090
C 0.932 2.570 1.108
C -0.352 3.204 1.663
O -1.057 2.360 2.557
C -0.571 2.348 3.890
N 0.667 1.205 0.643
H 1.992 1.778 2.849
H 3.031 2.348 1.559
H 2.206 3.515 2.592
H 1.248 3.170 0.249
H -1.031 3.376 0.822
H -0.164 4.185 2.117
H -0.194 3.328 4.195
H 0.205 1.590 4.015
H -1.401 2.078 4.543
H -0.043 1.243 -0.085
H 0.206 0.716 1.409
C 4.187 1.534 -3.684
C 4.153 1.181 -2.203
C 5.265 0.213 -1.773
O 5.049 -1.139 -2.145
C 5.388 -1.455 -3.485
N 2.823 0.659 -1.866
H 3.794 0.735 -4.315
H 3.575 2.417 -3.872
H 5.203 1.760 -4.011
H 4.302 2.111 -1.649
H 5.305 0.209 -0.680
H 6.246 0.555 -2.123
H 6.256 -0.887 -3.831
H 4.539 -1.290 -4.152
H 5.634 -2.517 -3.522
H 2.764 0.519 -0.859
H 2.771 -0.285 -2.246
C 1.970 4.809 -2.403
C 3.164 5.267 -1.571
C 3.295 6.795 -1.462
O 3.803 7.426 -2.620
C 2.856 7.652 -3.648
N 4.379 4.652 -2.113
H 2.147 4.912 -3.474
H 1.766 3.752 -2.216
H 1.070 5.375 -2.148
H 3.016 4.886 -0.554
H 4.016 7.015 -0.670
H 2.345 7.256 -1.159
H 1.866 7.885 -3.247
H 2.797 6.793 -4.320
H 3.201 8.504 -4.234
H 5.161 4.872 -1.501
H 4.608 5.137 -2.977
C 1.309 -6.088 -5.366
C 2.637 -5.485 -4.918
C 2.487 -4.168 -4.140
O 2.192 -3.035 -4.942
C 0.833 -2.894 -5.306
N 3.506 -5.333 -6.088
H 0.893 -5.576 -6.233
H 1.449 -7.131 -5.651
H 0.571 -6.059 -4.561
H 3.107 -6.203 -4.240
H 3.446 -3.945 -3.665
H 1.750 -4.267 -3.330
H 0.161 -3.239 -4.511
H 0.617 -3.424 -6.236
H 0.645 -1.834 -5.484
H 4.427 -5.030 -5.781
H 3.160 -4.544 -6.628
```

net charge = +1
energy = -2115.94873 Ha

---

[2]
Formula: C35H73O20P
Source: OMol25
Level of theory: ωB97M-V with the def2-TZVPD basis set

Structure (XYZ):
```
129
C35H73O20P (ωB97M-V with the def2-TZVPD basis set)
C -1.476 -2.329 1.084
O -1.145 -1.202 0.330
P 0.210 -1.030 -0.530
O 1.514 -1.330 0.183
O -0.025 -1.891 -1.862
C -1.241 -1.902 -2.585
O 0.137 0.451 -1.129
C -0.102 1.532 -0.250
H -2.285 -2.098 1.777
H -0.544 -2.780 1.427
H -1.901 -3.101 0.442
H -1.527 -2.931 -2.803
H -1.078 -1.429 -3.554
H -2.101 -1.313 -2.266
H -0.993 2.151 -0.353
H 0.782 2.159 -0.362
H 0.006 1.163 0.770
O -3.824 1.669 -3.092
C -3.945 2.065 -4.238
O -3.277 3.088 -4.767
C -3.036 4.282 -4.080
C -2.007 4.394 -2.966
C -4.494 1.111 -5.294
H -3.963 4.627 -3.621
H -2.762 5.006 -4.848
H -2.015 5.384 -2.511
H -1.088 4.177 -3.512
H -2.150 3.682 -2.153
H -5.225 1.715 -5.831
H -5.074 0.264 -4.927
H -3.656 0.792 -5.914
O -0.190 1.697 6.093
C 0.602 0.847 5.667
O 0.396 -0.023 4.634
C -0.827 -0.065 3.839
C -1.967 -0.864 4.584
C 2.011 0.756 6.345
H -0.550 -0.371 2.830
H -1.245 0.903 3.563
H -2.816 -1.199 3.989
H -2.263 -0.446 5.546
H -1.602 -1.832 4.929
H 2.371 -0.221 6.666
H 2.143 1.417 7.202
H 2.535 1.055 5.438
O 0.981 -4.085 -3.632
C 2.153 -4.290 -3.767
O 3.169 -4.030 -2.926
C 3.050 -3.809 -1.521
C 4.275 -3.060 -1.034
C 2.617 -4.927 -5.044
H 3.042 -4.809 -1.088
H 2.102 -3.409 -1.161
H 5.188 -3.303 -1.578
H 4.522 -3.448 -0.047
H 4.205 -1.972 -1.022
H 2.002 -5.730 -5.449
H 3.561 -5.469 -4.983
H 2.695 -4.245 -5.891
O 6.816 3.073 -0.342
C 6.004 3.533 0.442
O 5.080 2.892 1.099
C 4.800 1.508 0.786
C 3.975 1.244 -0.453
C 6.124 5.046 0.701
H 4.391 1.015 1.668
H 5.669 0.849 0.773
H 3.142 1.943 -0.376
H 3.631 0.219 -0.595
H 4.596 1.314 -1.346
H 6.915 5.463 0.078
H 6.474 4.990 1.732
H 5.170 5.567 0.616
O 3.928 -5.306 3.496
C 2.926 -5.113 4.125
O 2.661 -3.920 4.645
C 3.452 -2.799 4.398
C 3.213 -2.213 2.962
C 1.874 -6.112 4.376
H 4.531 -2.879 4.532
H 3.128 -2.086 5.156
H 3.473 -1.161 3.081
H 2.189 -2.351 2.616
H 3.788 -2.764 2.217
H 0.952 -5.542 4.492
H 2.238 -6.659 5.246
H 1.856 -6.714 3.468
O 0.966 2.881 2.554
C 1.198 4.115 2.656
O 0.555 5.038 3.334
C -0.511 4.829 4.211
C -0.818 6.158 4.890
C 2.187 4.687 1.770
H -0.140 4.038 4.863
H -1.360 4.312 3.763
H -1.269 6.958 4.302
H 0.152 6.558 5.185
H -1.337 5.983 5.832
H 3.192 4.707 2.192
H 1.891 5.679 1.429
H 2.422 3.938 1.014
O -5.245 -3.120 -5.269
C -4.411 -4.062 -5.206
O -3.169 -3.981 -5.601
C -2.589 -2.877 -6.248
C -1.140 -3.213 -6.526
C -4.804 -5.376 -4.654
H -2.622 -1.927 -5.714
H -3.139 -2.665 -7.165
H -1.064 -3.739 -7.477
H -0.575 -3.836 -5.832
H -0.658 -2.237 -6.578
H -5.270 -5.281 -3.674
H -3.989 -6.059 -4.415
H -5.475 -5.746 -5.429
O -3.046 1.159 2.129
C -3.989 1.044 1.336
O -4.506 2.018 0.466
C -3.781 3.265 0.327
C -4.763 4.261 -0.296
C -4.566 -0.301 1.062
H -3.044 3.009 -0.435
H -3.354 3.804 1.173
H -5.372 3.757 -1.046
H -4.204 5.139 -0.619
H -5.408 4.551 0.534
H -5.345 -0.247 0.301
H -4.774 -0.934 1.924
H -3.694 -0.765 0.602
```

net charge = 0
energy relative to the best compared isomer or geometry (same formula, charge and spin) = 471.7 kJ/mol

---

[3]
Formula: C35H75BCrF4NO25
Source: OMol25
Level of theory: ωB97M-V with the def2-TZVPD basis set

Structure (XYZ):
```
142
C35H75BCrF4NO25 (ωB97M-V with the def2-TZVPD basis set)
Cr 0.917 -0.704 -4.799
N -1.377 2.086 -3.682
H -0.832 2.101 -4.532
H -0.844 1.587 -2.985
H -2.109 1.396 -3.771
H -1.650 3.000 -3.349
C 0.136 1.017 -0.655
C 0.439 -0.260 -1.395
C -0.534 -1.291 -0.744
O 0.196 -0.110 -2.763
H 0.908 1.762 -0.848
H 0.159 0.882 0.427
H -0.838 1.388 -0.974
H 1.481 -0.498 -1.179
H -1.496 -0.943 -0.367
H -0.072 -1.804 0.100
H -0.827 -2.177 -1.306
B -2.392 -1.843 -4.680
F -1.112 -1.565 -5.032
F -2.728 -0.794 -3.834
F -3.173 -1.753 -5.838
F -2.441 -3.047 -4.035
C -3.689 -1.035 1.909
C -4.178 -0.029 0.805
O -5.495 0.349 1.203
C -5.772 1.342 2.050
O -5.000 1.956 2.707
O -7.129 1.441 2.094
C -7.659 2.517 2.726
H -2.736 -1.494 1.648
H -4.315 -1.916 2.052
H -3.531 -0.564 2.879
H -4.172 -0.564 -0.145
H -3.448 0.771 0.688
H -7.091 3.440 2.841
H -7.953 2.419 3.771
H -8.443 2.830 2.036
C 5.772 -2.619 -7.096
C 4.820 -1.527 -6.602
O 5.014 -1.422 -5.190
C 4.156 -0.708 -4.310
O 3.071 -0.168 -4.605
O 4.796 -0.590 -3.149
C 4.326 0.413 -2.211
H 5.889 -2.903 -8.142
H 5.396 -3.513 -6.598
H 6.777 -2.411 -6.728
H 3.827 -1.965 -6.698
H 4.800 -0.603 -7.181
H 3.329 0.853 -2.182
H 5.052 1.206 -2.387
H 4.598 0.089 -1.207
C -0.623 4.407 8.023
C 0.279 4.702 6.903
O 0.617 3.712 5.949
C -0.174 3.347 4.987
O -1.186 3.904 4.708
O 0.234 2.190 4.547
C -0.439 1.504 3.536
H -0.935 5.324 8.523
H -0.220 3.745 8.789
H -1.465 3.771 7.748
H 1.169 4.973 7.471
H -0.112 5.602 6.430
H -0.309 1.882 2.522
H -1.490 1.395 3.804
H -0.124 0.475 3.360
C 0.962 5.804 0.788
C 0.953 4.626 -0.187
O 2.296 4.144 -0.417
C 3.071 4.595 -1.390
O 2.855 5.500 -2.144
O 4.125 3.770 -1.405
C 5.188 3.981 -2.253
H -0.020 5.799 1.263
H 1.231 6.721 0.264
H 1.577 5.628 1.670
H 0.440 4.907 -1.107
H 0.402 3.808 0.277
H 6.091 3.452 -1.948
H 5.546 4.975 -2.522
H 4.942 3.460 -3.179
C 3.724 -2.825 7.533
C 3.761 -3.241 6.042
O 3.775 -2.178 5.090
C 3.265 -2.255 3.906
O 2.690 -3.246 3.434
O 3.507 -1.012 3.314
C 3.151 -0.787 1.966
H 2.722 -2.574 7.881
H 4.332 -1.934 7.690
H 4.108 -3.628 8.162
H 2.955 -3.937 5.811
H 4.747 -3.684 5.905
H 4.077 -0.960 1.417
H 2.890 0.243 1.721
H 2.330 -1.358 1.533
C 0.199 -5.885 -1.750
C 0.496 -4.613 -2.570
O 1.732 -4.794 -3.266
C 2.185 -3.760 -3.950
O 1.800 -2.615 -3.964
O 3.062 -4.093 -4.828
C 3.075 -5.254 -5.628
H 0.104 -6.778 -2.368
H -0.668 -5.858 -1.090
H 1.103 -6.194 -1.226
H 0.580 -3.779 -1.873
H -0.302 -4.361 -3.268
H 3.722 -4.977 -6.461
H 2.083 -5.495 -6.010
H 3.649 -6.104 -5.260
C -2.415 3.338 1.411
C -3.395 4.046 0.468
O -2.784 5.135 -0.253
C -2.437 5.046 -1.526
O -2.329 4.043 -2.248
O -2.247 6.346 -2.021
C -1.800 6.436 -3.329
H -1.515 2.983 0.908
H -2.833 2.535 2.017
H -2.189 4.120 2.136
H -4.348 4.291 0.936
H -3.709 3.262 -0.222
H -2.546 5.979 -3.980
H -0.879 5.863 -3.436
H -1.531 7.476 -3.515
C -4.990 -6.539 0.523
C -4.811 -5.335 1.467
O -3.624 -5.360 2.195
C -2.535 -4.846 1.615
O -2.364 -4.544 0.408
O -1.520 -4.875 2.535
C -0.237 -4.479 2.188
H -5.930 -6.441 -0.021
H -4.979 -7.533 0.970
H -4.385 -6.348 -0.363
H -5.556 -5.472 2.251
H -5.072 -4.392 0.987
H 0.401 -5.145 1.607
H 0.338 -4.209 3.073
H -0.338 -3.576 1.586
```

net charge = +1
energy relative to the best compared isomer or geometry (same formula, charge and spin) = 226.2 kJ/mol
2S+1 = 5
expectation value of S² = 6.025